Entry 1:
{
  "formula": "C4H27O12",
  "method": "the ωB97M-V functional and the def2-TZVPD basis",
  "symbols": ["H", "O", "C", "O", "H", "H", "H", "H", "H", "H", "O", "O", "H", "H", "H", "H", "H", "H", "O", "O", "H", "O", "C", "H", "H", "O", "H", "O", "H", "H", "C", "H", "H", "O", "C", "O", "O", "H", "H", "H", "H", "H", "H"],
  "xyz": [[0.33588, -3.71235, -1.75393], [2.25988, -2.92010, 0.17836], [-0.09576, 2.63534, -0.88029], [-0.07679, -2.22549, -3.59149], [0.25441, 0.44918, -0.21656], [0.82689, -2.26817, -3.07659], [-1.87036, 3.61755, -0.02378], [-1.08327, -3.39463, -1.04696], [-0.24148, 4.37860, 1.51458], [-1.00771, -1.02892, 2.28258], [0.01818, 2.09753, 2.58753], [2.85435, 0.50760, 0.10457], [-2.26280, 2.25182, -1.06565], [-2.30444, -1.17737, -1.22280], [-1.69110, 0.18084, -0.90113], [0.52213, 3.39533, -0.39919], [1.97511, 1.96456, 1.01617], [-0.86965, 1.98528, 1.43876], [0.44362, -0.36813, 2.67563], [-1.82194, -0.75563, 1.78761], [-0.68268, -1.75099, -3.13067], [0.68643, 4.31267, 1.54407], [-1.48471, 2.58385, -0.39246], [-2.92249, -1.57268, 0.87719], [-0.46654, 2.29572, 3.31899], [-1.59121, 1.73486, 0.71076], [1.01548, 1.10446, -1.74431], [-3.23227, -2.18047, 0.18413], [2.38837, -2.07388, 0.69244], [-1.69129, 0.12851, 1.43473], [0.74552, 1.32125, -0.70286], [-3.71343, -2.75181, 0.72274], [0.44068, 0.71032, 2.61094], [-1.76841, -0.47593, -1.52069], [2.00910, 1.33874, 0.18009], [2.12634, -2.06618, -2.34097], [-0.13023, -3.79893, -0.96277], [-0.00196, 2.91717, -1.99866], [1.23760, -2.81393, 0.14458], [2.53461, -1.13740, -2.22306], [1.22794, -0.73761, 2.26798], [0.61438, 3.36256, 1.86700], [2.24721, -2.49167, -1.46627]],
  "atomic_forces_ev_per_a": [[0.5, 0.5, -2.4], [-2.5, 2.2, 1.3], [2.7, 0.1, -2.1], [4.1, -2.9, -1.9], [-0.2, 0.6, -0.7], [-2.2, 0.8, -1.0], [0.8, -1.0, -0.9], [3.0, -1.0, -0.1], [-2.0, 1.1, -0.3], [-0.5, 0.9, -0.6], [2.4, -1.2, -3.3], [1.7, -1.4, -0.6], [0.2, -0.1, -0.8], [-1.2, -1.0, 1.1], [0.0, 2.1, 2.8], [-0.6, 0.2, 0.2], [0.1, 1.7, 1.5], [-0.8, -0.4, -0.2], [1.0, 0.7, 0.3], [-0.8, -1.1, 0.6], [-2.5, 2.5, 2.4], [1.5, -0.5, 0.2], [-2.0, 1.7, 1.9], [1.1, 0.7, 0.1], [-2.0, 0.8, 3.2], [0.3, -0.2, 0.8], [0.3, -0.9, 0.5], [0.4, 0.8, -1.4], [0.7, -1.1, -0.8], [0.2, 0.4, 0.0], [0.5, 0.1, -0.6], [-1.5, -2.0, 0.9], [-0.3, -1.1, 0.3], [1.0, -1.2, -3.9], [-2.7, -0.1, -1.3], [1.9, 2.1, 0.3], [-3.7, 0.6, 2.7], [-0.6, -0.5, 1.6], [1.7, -1.2, -0.3], [-1.1, -2.2, -0.2], [0.2, 0.2, 0.1], [0.8, 0.3, 0.5], [0.2, 0.2, 0.1]],
  "mulliken_charge": [0.284, -0.762, -0.591, -0.719, 0.070, 0.420, 0.222, 0.350, 0.329, 0.387, -0.942, -0.495, 0.443, 0.414, 0.150, 0.385, 0.453, 0.444, -0.804, -0.713, 0.284, -0.758, -0.831, 0.364, 0.105, -0.736, 0.381, -0.692, 0.341, 0.494, 0.338, 0.282, 0.354, -0.526, -0.431, -0.723, -0.729, 0.360, 0.434, 0.296, 0.257, 0.331, 0.482],
  "orbital_gap_ev": 9.92,
  "homo_ev": -6.9,
  "energy_ha": -1071.50312,
  "relative_energy_kj_mol": 500.8,
  "total_charge": -1
}

Entry 2:
{
  "formula": "C4H28N2O8",
  "method": "the ωB97M-V functional and the def2-TZVPD basis",
  "symbols": ["H", "O", "N", "H", "H", "C", "H", "H", "H", "H", "H", "C", "O", "O", "C", "H", "H", "H", "H", "H", "H", "H", "O", "H", "H", "H", "H", "O", "H", "H", "H", "H", "H", "H", "H", "N", "C", "H", "O", "O", "H", "O"],
  "xyz": [[-2.31207, 0.78623, -2.26291], [2.14592, 0.30672, -3.45169], [-1.12399, 2.59296, 0.25452], [1.14929, -0.07502, 3.03172], [2.12555, -0.39633, -2.75457], [2.11589, 0.75138, 1.16000], [2.12002, -1.08941, 2.07409], [2.09078, -1.92974, -1.53426], [-0.16269, -4.05730, -1.04067], [-1.54523, 2.13903, -2.88104], [-0.66039, -2.39074, 2.00432], [2.08745, -0.06273, 2.43583], [-0.25485, 2.00049, 3.29924], [-2.32782, -0.07604, 3.98507], [0.34361, 2.43937, 0.20255], [1.34034, 0.42930, -1.52700], [-0.55934, 1.27588, 3.85736], [-2.48556, 0.50664, 3.26521], [0.63029, 3.05612, 1.11301], [-0.03255, 0.57780, 1.09450], [-0.19949, 0.17329, -1.35929], [2.73852, 0.97228, -3.07807], [1.51231, -2.27020, -2.21211], [-1.50733, 3.57465, 0.32641], [-0.81005, -2.52025, -0.89470], [-1.78727, 2.02132, -0.33006], [-1.66994, -3.26383, 1.37387], [-1.51311, -2.33995, 1.58596], [0.92467, 2.81785, -0.75274], [-0.97585, -1.01599, -2.79740], [-0.75172, 1.96380, 2.46380], [0.78232, -2.65499, -1.69903], [2.64794, 0.13019, 0.44319], [-1.71751, -0.78602, 4.06638], [-0.79272, -1.67292, -4.30847], [0.68056, 0.17904, -0.83915], [0.71915, 0.94168, 0.38410], [2.52982, 1.74207, 1.21343], [-1.26279, -1.60890, -3.47976], [-2.09251, 1.73662, -2.16088], [2.84359, 0.27358, 3.14737], [-0.29742, -3.27772, -0.47375]],
  "atomic_forces_ev_per_a": [[0.4, 1.1, -0.8], [0.2, -0.4, 1.0], [-1.6, 0.6, 0.1], [0.3, 0.7, -0.6], [-0.1, 0.3, -1.4], [-1.9, 0.0, -2.0], [0.8, -0.3, 0.6], [0.2, 0.0, 0.5], [-0.7, 0.7, -0.2], [-0.8, -1.3, 0.7], [0.7, 0.2, 0.2], [-1.3, -0.2, 0.5], [0.1, 0.2, -0.1], [-1.5, 0.6, 2.7], [0.2, 0.9, 0.0], [0.8, 0.8, -0.3], [-0.3, 0.1, -0.1], [0.7, -0.3, -1.4], [0.4, -0.8, -1.3], [-0.1, -0.4, -0.4], [0.1, 0.4, 0.8], [0.0, 0.0, -0.3], [0.2, -0.2, -0.8], [1.0, -1.6, -0.3], [0.7, -2.0, 0.6], [1.8, 1.1, 0.6], [-0.2, 0.0, -0.2], [-0.7, 0.2, 0.4], [-1.2, -0.4, 1.5], [1.2, 0.5, -0.6], [0.0, 0.0, 0.2], [0.5, 0.3, 0.0], [0.7, 0.4, -0.1], [0.7, -0.4, -1.4], [0.8, 0.7, 0.4], [-1.1, -1.2, 0.4], [0.2, 0.9, 1.6], [0.6, 0.2, 0.4], [-1.9, -1.2, 0.3], [0.0, -0.2, -0.6], [0.3, -0.6, -0.3], [-0.4, 0.6, -0.5]],
  "mulliken_charge": [0.306, -0.682, -0.386, 0.110, 0.436, -0.715, 0.369, 0.335, 0.325, 0.307, 0.297, -1.036, -0.625, -0.637, -1.108, -0.054, 0.340, 0.301, 0.461, 0.185, -0.329, 0.303, -0.637, 0.189, 0.387, 0.178, 0.270, -0.614, 0.170, 0.241, 0.341, 0.311, 0.265, 0.297, 0.315, 0.490, 0.437, 0.537, -0.625, -0.639, 0.299, -0.712],
  "orbital_gap_ev": 8.92,
  "homo_ev": -8.8,
  "energy_ha": -880.52366,
  "smiles": "CC[C@H](N)CN.O.O.O.O.O.O.O.O",
  "relative_energy_kj_mol": 374.1
}

Entry 3:
{
  "formula": "C4H28NO9",
  "method": "the ωB97M-V functional and the def2-TZVPD basis",
  "symbols": ["C", "H", "H", "H", "O", "H", "H", "H", "O", "H", "O", "H", "H", "N", "O", "H", "O", "H", "H", "H", "C", "H", "H", "C", "H", "H", "O", "H", "H", "H", "O", "O", "H", "H", "H", "H", "O", "C", "H", "H", "H", "H"],
  "xyz": [[-0.42820, 0.38132, -4.85494], [-3.52373, -1.14163, -1.73776], [-0.34143, 1.78452, 2.09567], [-3.62902, 0.40424, -1.29648], [-1.20833, 1.66971, 1.60513], [1.73609, -1.70108, -3.86678], [1.48828, -2.37953, -2.43906], [2.24716, 2.55029, -0.23147], [-2.57587, -1.98082, 0.23891], [2.79278, -0.12511, 3.33800], [0.68652, -2.58484, 0.49676], [-0.98863, -0.27219, 5.24180], [-2.54425, -1.50012, 1.02299], [-0.33328, -0.83502, -1.50866], [2.41004, 1.90708, -0.90473], [-0.29103, -1.38282, 3.96822], [2.62505, 0.73441, 3.77140], [-1.12984, 1.08023, -5.32949], [3.41834, 0.92012, 4.22873], [-1.16549, -0.51172, -5.05440], [1.19517, -1.45651, -3.02459], [-1.36251, -1.12533, -1.68670], [1.30254, -3.24291, 0.44828], [-0.17387, 0.74888, -3.37730], [-1.08386, 1.24194, 5.34175], [0.50182, -0.13135, 4.29756], [-0.48658, 0.55803, 5.54376], [-1.13932, 1.19854, -2.93750], [0.56031, 1.58263, -3.18320], [0.06157, -1.64587, -0.90420], [1.71032, 2.60242, 1.55569], [-3.10560, -0.23700, -1.86552], [1.60503, 1.89244, -1.42641], [-1.64039, 2.48498, 1.85862], [0.55277, 0.18266, -5.32449], [1.91535, 1.68366, 1.70343], [0.37446, -0.87845, 3.60246], [0.37562, -0.49659, -2.74892], [2.18828, 3.06151, 2.28772], [-0.35263, -0.03673, -0.84678], [-3.03234, -2.80390, 0.44285], [0.78871, -2.20008, 1.45969]],
  "atomic_forces_ev_per_a": [[-0.8, -1.8, -0.8], [0.4, 1.8, 0.1], [-1.2, -0.3, -0.9], [0.8, -1.3, -0.9], [1.6, -0.1, 0.8], [0.8, 0.8, -2.7], [-1.0, 1.5, 0.6], [-0.2, 0.9, 1.3], [0.0, -1.4, -2.3], [-0.2, 0.5, 0.5], [-2.3, 4.1, 2.5], [0.8, 2.0, 1.2], [0.0, 1.4, 2.2], [-0.8, -1.0, 1.4], [0.1, -1.4, -1.5], [-2.1, -2.0, 1.0], [-1.1, -0.9, -1.4], [0.9, 0.8, 0.0], [1.4, 0.4, 0.9], [1.7, 0.9, 1.0], [4.6, -5.9, -0.8], [0.7, 1.2, 0.4], [2.6, -3.0, -0.2], [-0.3, 0.7, 0.3], [-1.2, 1.6, -0.3], [0.0, -1.3, -1.5], [-0.1, -3.2, -0.1], [1.4, -1.4, 0.1], [-0.2, -0.6, -1.0], [0.0, 0.7, -0.4], [0.2, 1.2, 0.8], [-1.1, -0.5, 0.6], [0.0, 0.4, 0.0], [-0.5, 0.3, -0.1], [-0.9, 0.4, -0.4], [0.4, -0.6, 0.3], [2.6, 2.6, -0.6], [-5.9, 4.0, 3.4], [-0.5, -0.5, -0.8], [-0.5, 0.0, -0.3], [0.1, -0.1, 0.1], [-0.4, -0.9, -2.5]],
  "mulliken_charge": [-1.262, 0.338, 0.323, 0.331, -0.597, 0.358, 0.227, 0.353, -0.510, 0.307, -0.662, 0.311, 0.268, 0.031, -0.597, 0.204, -0.624, 0.384, 0.277, 0.333, -0.920, 0.293, 0.286, 0.124, 0.311, 0.561, -0.673, 0.362, 0.335, 0.321, -0.696, -0.651, 0.212, 0.297, 0.410, 0.384, -0.631, 0.707, 0.316, 0.267, 0.294, 0.296],
  "orbital_gap_ev": [8.16, 3.19],
  "homo_ev": [-16.2, -16.2],
  "energy_ha": -900.31515,
  "multiplicity": 2,
  "relative_energy_kj_mol": 206.0,
  "total_charge": 2
}